Record 1
{"formula": "AgI", "method": "ωB97M-V with the def2-TZVPD basis set", "total_charge": 1, "homo_lumo_gap_ev": [9.56, 6.70], "e_above_lowest_kcal_mol": 0.0, "total_energy_ev": -12091.115, "e_homo_ha": [-0.58155, -0.56881], "multiplicity": 2, "fmax_ev_per_a": 0.1, "symbols": ["Ag", "I"], "xyz": [[-0.9712, 0.8187, -0.4379], [0.9712, -0.8187, 0.4379]]}

Record 2
{"formula": "C22H30F6O20P", "method": "ωB97M-V with the def2-TZVPD basis set", "total_charge": -1, "homo_lumo_gap_ev": 7.17, "total_energy_ev": -89846.071, "e_homo_ha": -0.18927, "multiplicity": 1, "fmax_ev_per_a": 0.4, "symbols": ["C", "C", "C", "C", "O", "P", "O", "H", "H", "H", "H", "H", "H", "H", "H", "H", "H", "H", "H", "C", "C", "O", "C", "O", "O", "F", "H", "H", "H", "C", "C", "O", "C", "O", "O", "F", "H", "H", "H", "C", "C", "O", "C", "O", "O", "F", "H", "H", "H", "C", "C", "O", "C", "O", "O", "F", "H", "H", "H", "C", "C", "O", "C", "O", "O", "F", "H", "H", "H", "C", "C", "O", "C", "O", "O", "F", "H", "H", "H"], "xyz": [[2.7248, 1.6425, -1.8928], [2.1492, 2.3433, -0.6545], [0.7162, 1.9730, -0.2475], [-0.3423, 2.3046, -1.3529], [-1.2166, 1.2254, -1.4821], [-0.4007, -0.3193, -1.0907], [0.5488, 0.6304, 0.0950], [3.0877, 0.6299, -1.6587], [1.9701, 1.5480, -2.6841], [3.5721, 2.2147, -2.2982], [2.1824, 3.4359, -0.8015], [2.7874, 2.1289, 0.2197], [0.5014, 2.5855, 0.6546], [0.1465, 2.5628, -2.3119], [-0.9244, 3.1988, -1.0561], [-1.1828, -1.0583, -2.0644], [0.5606, 0.0110, -2.1270], [0.3543, -1.4964, -0.7476], [-1.3775, -0.5651, -0.0670], [3.0410, -2.7781, 1.6071], [2.9609, -1.3304, 1.1765], [3.8204, -1.3142, 0.0441], [3.7992, -2.5610, -0.4972], [4.1634, -2.8186, -1.6017], [3.2947, -3.4542, 0.3713], [3.4807, -0.5061, 2.1385], [3.8864, -2.9281, 2.2787], [2.1244, -3.1447, 2.0461], [1.9719, -0.9598, 0.8876], [1.3006, -3.4308, -2.8061], [0.5708, -4.1858, -3.8965], [0.3176, -5.4431, -3.3081], [0.3507, -5.2924, -1.9490], [0.0103, -6.1375, -1.1865], [0.7962, -4.0715, -1.6258], [1.3352, -4.3689, -5.0092], [2.3766, -3.6055, -2.8569], [1.0745, -2.3666, -2.7740], [-0.3771, -3.7399, -4.2037], [-3.2551, 2.3268, -3.7622], [-3.5703, 3.6452, -4.4418], [-2.9333, 3.5225, -5.6956], [-2.7870, 2.1931, -5.9729], [-2.4644, 1.7706, -7.0345], [-3.0889, 1.4571, -4.8924], [-3.0558, 4.7201, -3.7940], [-2.3275, 2.3765, -3.1915], [-4.0421, 1.9463, -3.1205], [-4.6342, 3.8329, -4.6122], [-2.6967, -1.1615, 3.5796], [-1.9563, 0.1215, 3.2459], [-0.6650, -0.3438, 2.9415], [-0.7639, -1.6284, 2.5187], [0.1155, -2.2235, 1.9942], [-1.9832, -2.1309, 2.8158], [-1.8789, 0.9654, 4.3131], [-2.5944, -1.3869, 4.6444], [-3.7417, -1.1616, 3.2841], [-2.3597, 0.6603, 2.3928], [-2.7494, 3.8344, 1.1461], [-3.7575, 4.0151, 0.0227], [-3.8543, 2.7173, -0.5243], [-3.5042, 1.8170, 0.4343], [-3.7328, 0.6583, 0.4271], [-2.9274, 2.4636, 1.4724], [-3.3182, 4.8754, -0.9249], [-1.7396, 3.9916, 0.7625], [-2.9316, 4.4498, 2.0225], [-4.7491, 4.3453, 0.3445], [1.8684, -1.6820, 5.4153], [2.6375, -0.3781, 5.3289], [3.9827, -0.8107, 5.3020], [4.0161, -2.0859, 4.8266], [4.9906, -2.6484, 4.4527], [2.7666, -2.6020, 4.8055], [2.4438, 0.3987, 6.4274], [1.7238, -1.9541, 6.4631], [0.9231, -1.6814, 4.8803], [2.4387, 0.2163, 4.4356]]}

Record 3
{"formula": "C2H5ClO", "method": "ωB97M-V with the def2-TZVPD basis set", "total_charge": 0, "homo_lumo_gap_ev": 10.48, "e_above_lowest_kcal_mol": 36.0, "total_energy_ev": -16722.759, "e_homo_ha": -0.36211, "multiplicity": 1, "fmax_ev_per_a": 3.3, "symbols": ["C", "C", "O", "Cl", "H", "H", "H", "H", "H"], "xyz": [[0.0616, 0.3196, 0.9655], [-0.4048, -0.4199, -0.2988], [0.0883, 0.4150, -1.4041], [1.4880, -0.2319, -2.0532], [1.1152, 0.2070, 1.2135], [-0.1715, 1.3821, 0.7926], [-0.5197, -0.0256, 1.7946], [-1.4459, -0.2346, -0.4220], [-0.2112, -1.4117, -0.5883]]}

Record 4
{"formula": "C37H27F5N3O6SSbTcTe", "method": "ωB97M-V with the def2-TZVPD basis set", "total_charge": 0, "homo_lumo_gap_ev": [5.95, 5.49], "e_above_lowest_kcal_mol": 37.9, "total_energy_ev": -96014.643, "e_homo_ha": [-0.25826, -0.25315], "multiplicity": 2, "fmax_ev_per_a": 1.2, "symbols": ["Tc", "O", "C", "C", "C", "N", "C", "C", "C", "O", "O", "C", "O", "O", "H", "H", "H", "C", "C", "C", "C", "C", "C", "N", "N", "C", "C", "C", "C", "C", "C", "H", "H", "H", "H", "H", "H", "H", "H", "H", "S", "Sb", "C", "C", "C", "C", "C", "C", "C", "C", "C", "C", "C", "C", "C", "C", "C", "C", "C", "C", "H", "H", "H", "H", "H", "H", "H", "H", "H", "H", "H", "H", "H", "H", "H", "F", "Te", "F", "F", "F", "F", "O"], "xyz": [[0.7332, 1.8540, 0.0554], [-2.7804, 1.0190, -4.8423], [-2.0661, 1.2107, -3.7126], [-2.4628, 2.0932, -2.7126], [-1.6646, 2.2028, -1.5871], [-0.5799, 1.4542, -1.4689], [-0.1730, 0.6229, -2.4249], [-0.8846, 0.4666, -3.5895], [1.1112, -0.1271, -2.1805], [1.5789, -0.9133, -2.9387], [1.6988, 0.1938, -0.9368], [-1.8759, 3.1627, -0.4090], [-2.9218, 3.7953, -0.3754], [-0.9083, 3.1745, 0.4232], [-3.5395, 1.6152, -4.8569], [-3.3489, 2.7112, -2.7909], [-0.5499, -0.1944, -4.3741], [4.3730, 5.6224, 2.1003], [3.3179, 5.5819, 1.2092], [2.6427, 4.3841, 1.0008], [3.0517, 3.2299, 1.6628], [4.1206, 3.2790, 2.5530], [4.7684, 4.4763, 2.7846], [2.4192, 1.9874, 1.2719], [3.0802, 0.9830, 1.6628], [2.8741, -0.3162, 1.1170], [3.4531, -1.2828, 1.9425], [3.5430, -2.6123, 1.5815], [3.1105, -2.9874, 0.3231], [2.5588, -2.0517, -0.5422], [2.3923, -0.7383, -0.1383], [4.8978, 6.5547, 2.2603], [3.0120, 6.4620, 0.6584], [1.6749, 4.8931, -0.5958], [4.4422, 2.3685, 3.0346], [5.6001, 4.5143, 3.4740], [3.8459, -0.9347, 2.8875], [3.9833, -3.3307, 2.2584], [3.2157, -4.0102, -0.0140], [2.2786, -2.3503, -1.5363], [-0.2590, 0.4487, 1.6217], [-1.4633, -1.3146, 0.8353], [-1.3805, -2.2715, -1.0292], [-2.3595, -1.9657, -1.9713], [-2.3216, -2.5616, -3.2226], [-1.3019, -3.4476, -3.5393], [-0.3227, -3.7505, -2.6031], [-0.3593, -3.1617, -1.3490], [-1.3011, -2.8600, 2.2444], [-1.0637, -2.5152, 3.5721], [-0.9585, -3.5069, 4.5345], [-1.0819, -4.8422, 4.1739], [-1.3189, -5.1873, 2.8523], [-1.4311, -4.1968, 1.8867], [-3.4613, -0.6693, 0.8942], [-3.7087, 0.6953, 0.9814], [-5.0136, 1.1675, 0.9265], [-6.0640, 0.2721, 0.8008], [-5.8192, -1.0954, 0.7334], [-4.5180, -1.5682, 0.7723], [-3.1551, -1.2690, -1.7323], [-3.0821, -2.3219, -3.9541], [-1.2692, -3.9031, -4.5202], [0.4742, -4.4380, -2.8528], [0.4081, -3.4014, -0.6220], [-0.9482, -1.4754, 3.8565], [-0.7761, -3.2358, 5.5657], [-0.9925, -5.6149, 4.9261], [-1.4160, -6.2271, 2.5695], [-1.6283, -4.4783, 0.8584], [-2.8881, 1.3911, 1.1113], [-5.1940, 2.2325, 0.9811], [-7.0817, 0.6374, 0.7565], [-6.6438, -1.7908, 0.6474], [-4.3353, -2.6362, 0.7137], [5.5679, 3.3129, -1.9611], [3.7423, 2.7429, -1.8929], [3.3483, 4.5916, -2.3798], [1.5979, 2.6108, -2.0360], [3.7142, 2.3865, -3.7118], [4.4415, 0.8809, -1.8181], [1.6015, 4.2733, 0.1455]]}

Record 5
{"formula": "C10H30O9", "method": "ωB97M-V with the def2-TZVPD basis set", "total_charge": 0, "homo_lumo_gap_ev": 10.59, "e_above_lowest_kcal_mol": 55.3, "total_energy_ev": -29279.550, "e_homo_ha": -0.37140, "multiplicity": 1, "fmax_ev_per_a": 2.7, "symbols": ["O", "C", "C", "O", "H", "H", "H", "H", "H", "H", "O", "C", "C", "O", "H", "H", "H", "H", "H", "H", "O", "C", "C", "O", "H", "H", "H", "H", "H", "H", "O", "C", "C", "O", "H", "H", "H", "H", "H", "H", "C", "C", "O", "H", "H", "H", "H", "H", "H"], "xyz": [[-7.0873, -8.8128, -14.3050], [-5.7140, -9.0816, -14.1293], [-5.4984, -10.1466, -13.0583], [-5.7494, -9.4966, -11.7656], [-7.3617, -8.0920, -13.7333], [-5.4178, -9.5381, -15.0738], [-5.1130, -8.1911, -13.9455], [-4.4399, -10.4010, -13.1134], [-6.1763, -10.9962, -13.1401], [-6.5147, -8.9312, -11.8933], [5.9750, -10.4186, -5.7689], [4.6981, -10.9011, -5.4035], [4.3648, -12.1352, -6.3223], [5.4237, -13.1193, -6.2479], [6.5025, -11.2207, -5.7682], [4.7579, -11.2801, -4.3833], [3.8807, -10.1818, -5.3531], [4.3260, -11.8979, -7.3854], [3.4044, -12.6361, -6.2002], [5.3927, -13.6834, -7.0241], [-0.7527, -0.8174, -2.8206], [0.5027, -0.7252, -2.1751], [1.2102, 0.5706, -2.7100], [0.2160, 1.6001, -2.7120], [-0.8389, -0.0047, -3.3244], [0.2551, -0.6159, -1.1192], [1.0422, -1.6157, -2.4974], [1.3434, 0.4055, -3.7792], [2.2098, 0.7917, -2.3357], [0.7555, 2.3673, -2.5071], [5.2494, -7.9535, -13.1930], [4.7940, -8.1367, -11.8467], [3.4254, -7.4394, -11.5946], [2.2811, -8.2869, -11.7953], [5.1904, -8.7984, -13.6451], [4.7352, -9.2151, -11.6998], [5.5667, -7.8974, -11.1161], [3.3912, -6.6699, -12.3658], [3.4564, -7.0472, -10.5780], [1.4934, -7.9173, -11.3897], [-1.0359, -5.9522, -7.5543], [-2.3315, -6.3407, -8.2121], [-2.2149, -6.7905, -9.4970], [-1.3108, -5.2510, -6.7663], [-0.5148, -5.3952, -8.3330], [-0.5089, -6.7891, -7.0962], [-2.9707, -5.4584, -8.1786], [-2.9166, -7.0914, -7.6810], [-2.9312, -7.4249, -9.5747]]}

Record 6
{"formula": "C30H39BN10ORuSbSe4", "method": "ωB97M-V with the def2-TZVPD basis set", "total_charge": -2, "homo_lumo_gap_ev": [5.47, 5.56], "e_above_lowest_kcal_mol": 0.0, "total_energy_ev": -319878.319, "e_homo_ha": [-0.05767, -0.06108], "multiplicity": 6, "fmax_ev_per_a": 0.5, "symbols": ["Ru", "C", "C", "C", "C", "C", "C", "N", "N", "B", "N", "C", "C", "C", "N", "C", "C", "C", "N", "C", "C", "C", "N", "C", "C", "C", "H", "H", "H", "H", "H", "H", "H", "H", "H", "H", "H", "H", "H", "H", "H", "H", "H", "H", "H", "H", "H", "H", "H", "H", "H", "H", "H", "H", "O", "C", "C", "C", "C", "C", "C", "C", "N", "C", "C", "N", "H", "H", "H", "H", "H", "H", "H", "Se", "Sb", "Se", "Se", "Se", "N", "C", "C", "C", "N", "H", "H", "H", "H"], "xyz": [[0.0118, 0.5391, -0.0498], [4.1091, 2.7881, -0.8191], [3.3174, 1.6532, -1.4730], [3.8083, 1.4125, -2.9012], [3.4087, 0.4105, -0.6369], [4.5587, -0.2058, -0.1114], [4.0789, -1.2639, 0.6334], [2.7404, -1.2681, 0.5412], [2.3239, -0.2533, -0.2390], [1.7576, -2.2215, 1.2494], [0.9780, -1.4939, 2.3732], [1.0770, -1.7880, 3.6805], [0.1857, -1.0008, 4.3677], [-0.4617, -0.2333, 3.3818], [0.0372, -0.5301, 2.1799], [-1.6228, 0.6914, 3.6504], [-1.4723, 2.1011, 3.0795], [-2.9376, 0.0230, 3.2316], [0.7887, -2.8682, 0.2664], [0.5784, -4.1911, 0.1366], [-0.5711, -4.3722, -0.5922], [-1.0418, -3.0698, -0.8644], [-0.1965, -2.1702, -0.3542], [-2.3389, -2.6992, -1.5285], [-2.1481, -2.0785, -2.9090], [-3.2846, -3.8936, -1.6027], [3.9810, 3.7145, -1.3843], [3.7718, 2.9623, 0.2031], [5.1779, 2.5503, -0.7900], [2.2665, 1.9422, -1.5033], [4.8728, 1.1549, -2.9072], [3.2555, 0.6034, -3.3810], [3.6736, 2.3146, -3.5030], [5.5859, 0.0914, -0.2431], [4.5862, -2.0132, 1.2192], [2.4215, -3.0861, 1.7725], [1.7651, -2.5485, 4.0126], [-0.0115, -0.9882, 5.4273], [-1.6417, 0.7901, 4.7422], [-1.3523, 2.0914, 1.9989], [-2.3749, 2.6783, 3.2909], [-0.6112, 2.6123, 3.5195], [-2.9318, -0.2489, 2.1775], [-3.1041, -0.8935, 3.8033], [-3.7838, 0.6950, 3.3850], [1.2489, -4.8957, 0.6028], [-1.0389, -5.3047, -0.8578], [-2.8142, -1.9505, -0.8911], [-1.5682, -2.7392, -3.5639], [-3.1187, -1.8846, -3.3697], [-1.6422, -1.1204, -2.8275], [-2.9089, -4.6585, -2.2937], [-3.4300, -4.3488, -0.6209], [-4.2595, -3.5552, -1.9533], [0.2848, 2.6236, -0.9121], [0.3276, 3.8505, -0.5643], [-0.1395, 4.8699, -1.4458], [-0.1457, 6.1952, -1.0896], [0.3182, 6.6074, 0.1661], [0.7973, 5.6479, 1.0335], [0.8331, 4.2906, 0.6965], [1.4487, 3.3224, 1.5896], [1.4073, 2.0033, 1.5175], [2.2131, 1.5233, 2.5236], [2.7439, 2.5544, 3.2288], [2.2494, 3.6951, 2.6316], [-0.5330, 4.5425, -2.4005], [-0.5397, 6.9297, -1.7840], [0.2826, 7.6489, 0.4590], [1.1330, 5.9657, 2.0169], [2.3529, 0.4662, 2.6790], [3.4078, 2.5864, 4.0751], [2.4768, 4.6411, 2.8700], [-5.0048, 0.8511, -3.1165], [-5.0528, 0.7389, -0.7123], [-2.2873, 0.7700, -0.2979], [-5.5492, -1.3878, 0.3011], [-5.6134, 2.7174, 0.5226], [0.9929, -0.8771, -2.8740], [0.9021, -0.9841, -4.2118], [0.2444, 0.1410, -4.6541], [-0.0398, 0.8733, -3.4865], [0.4257, 0.2430, -2.4221], [1.3281, -1.5361, -2.1884], [1.2913, -1.8417, -4.7350], [-0.0197, 0.3886, -5.6679], [-0.5651, 1.8055, -3.3558]]}

Record 7
{"formula": "C19H45NO9PS", "method": "ωB97M-V with the def2-TZVPD basis set", "total_charge": 1, "homo_lumo_gap_ev": 6.87, "total_energy_ev": -60459.708, "e_homo_ha": -0.40442, "multiplicity": 1, "fmax_ev_per_a": 5.8, "symbols": ["C", "C", "O", "O", "C", "C", "S", "C", "C", "C", "O", "P", "N", "H", "H", "H", "H", "H", "H", "H", "H", "H", "H", "H", "H", "H", "H", "H", "H", "H", "C", "O", "C", "C", "O", "C", "C", "O", "C", "H", "H", "H", "H", "H", "H", "H", "H", "H", "H", "H", "H", "H", "H", "C", "O", "C", "C", "O", "C", "C", "O", "C", "H", "H", "H", "H", "H", "H", "H", "H", "H", "H", "H", "H", "H", "H"], "xyz": [[6.3372, 3.9346, 1.1730], [5.9100, 2.3796, 1.1979], [6.7292, 1.4971, 0.8211], [4.5806, 2.0575, 1.6655], [3.7637, 2.0425, 0.4404], [2.4084, 1.2331, 0.7206], [0.8666, 2.2807, 0.7141], [1.0721, 3.8533, 1.6850], [0.3833, 5.1461, 0.9822], [0.5711, 5.1442, -0.6275], [0.8745, 6.3907, 1.5813], [-0.5884, 1.0212, 1.7382], [-0.3062, -0.4827, 1.1964], [5.8761, 4.5348, 2.0439], [6.0211, 4.3559, 0.1576], [7.4835, 3.9666, 1.3173], [4.3637, 1.4235, -0.3345], [3.6078, 3.0817, -0.0095], [2.2628, 0.4238, -0.0910], [2.4719, 0.6927, 1.7392], [0.4794, 3.7002, 2.6707], [2.1550, 4.0803, 1.9967], [-0.7597, 5.1606, 1.1762], [-0.2360, 4.4439, -1.0489], [0.4176, 6.1771, -1.0995], [1.6369, 4.7708, -0.8638], [0.0768, 6.9486, 1.7599], [-0.2532, 1.0315, 3.1411], [-1.9450, 1.4437, 1.4814], [-1.1792, -0.8718, 0.7953], [0.5238, 0.4173, -3.8051], [1.4864, -0.5975, -3.5971], [0.8959, -1.8234, -3.1754], [1.8375, -2.9904, -3.4518], [1.7978, -3.4265, -4.8115], [2.4525, -2.5773, -5.7552], [3.9737, -2.6595, -5.6750], [4.4586, -1.8408, -4.6142], [5.7817, -2.1800, -4.2419], [-0.0262, 0.6189, -2.8782], [1.0413, 1.3267, -4.1131], [-0.1706, 0.1272, -4.5994], [-0.0554, -1.9884, -3.6944], [0.7130, -1.7491, -2.0956], [1.4932, -3.8467, -2.8652], [2.8602, -2.7765, -3.1362], [2.0941, -1.5496, -5.6784], [2.1470, -2.9491, -6.7375], [4.4097, -2.2869, -6.6091], [4.2766, -3.7009, -5.5207], [5.8191, -3.2093, -3.8696], [6.0918, -1.5120, -3.4370], [6.4646, -2.0588, -5.0882], [-7.5585, 0.1803, 3.6281], [-6.5936, -0.8349, 3.8332], [-7.1836, -2.0627, 4.2487], [-6.2411, -3.2278, 3.9685], [-6.2788, -3.6588, 2.6050], [-5.6246, -2.8068, 1.6667], [-4.1031, -2.8890, 1.7481], [-3.6191, -2.0744, 2.8130], [-2.2967, -2.4144, 3.1853], [-8.1104, 0.3782, 4.5529], [-7.0414, 1.0914, 3.3248], [-8.2509, -0.1081, 2.8310], [-8.1340, -2.2262, 3.7276], [-7.3679, -1.9932, 5.3275], [-6.5855, -4.0867, 4.5508], [-5.2192, -3.0147, 4.2865], [-5.9836, -1.7793, 1.7474], [-5.9288, -3.1748, 0.6824], [-3.6659, -2.5123, 0.8151], [-3.8001, -3.9308, 1.8985], [-2.2598, -3.4446, 3.5545], [-1.9867, -1.7498, 3.9937], [-1.6146, -2.2895, 2.3402]]}